# 1
Computed, not measured: an isolated molecule of C4H4N4O at a distorted geometry, with ωB97M-V/def2-TZVPD.

F_max, eV/Å: 6.636
HOMO-LUMO gap, eV: 9.397
HOMO energy, eV: -8.99
E, hartree: -448.90388
SMILES: [H]/N=c1/[nH]oc2cncn12
LUMO energy, eV: 0.40

Last column: natural (NBO) charge in e.
CARTESIAN COORDINATES (ANGSTROEM)
C -1.2871 -0.2529 -0.1405  0.54
C 0.5758 0.8759 0.0486  0.40
C 1.9294 0.8362 0.1028  -0.17
C 1.2334 -1.3155 -0.0554  0.18
H -2.3198 -2.2394 0.5199  0.39
H -2.1874 1.5786 -0.4885  0.38
H 2.5997 1.8167 0.4463  0.25
H 1.2977 -2.3630 -0.2356  0.22
N -2.3539 -1.0789 0.1123  -0.77
N -1.5023 1.1789 0.0322  -0.31
N 2.2448 -0.5521 -0.0427  -0.40
N 0.0730 -0.4161 -0.2166  -0.43
O -0.3033 1.9315 -0.0827  -0.29

Forces on atoms 1 to 2 (eV/Å):
C -4.86 -3.66 2.65
C 1.82 0.52 -1.76


# 2
Computed, not measured: an isolated molecule of C4H4N4O at a distorted geometry, with ωB97M-V/def2-TZVPD.

Spin multiplicity: 3
F_max, eV/Å: 7.704
HOMO-LUMO gap (alpha / beta), eV: 6.600 / 6.760
HOMO energy (alpha / beta), eV: -6.36 / -9.98
E, hartree: -448.85468
LUMO energy (alpha / beta), eV: 0.24 / -3.22

Last column: natural (NBO) charge in e.
CARTESIAN COORDINATES (ANGSTROEM)
C -1.3339 2.5961 -0.7007  0.15
C -0.6829 1.5778 -0.0629  0.01
C -0.5695 -0.0716 -0.8048  0.68
C 0.9159 -1.8443 0.1264  -0.41
N -1.8632 3.2348 -1.5006  -0.26
N 0.0072 1.5613 1.0114  -0.33
N 0.6688 0.3836 1.1253  -0.09
N 0.3021 -0.5286 0.0933  -0.29
O -1.0758 -0.5677 -1.7304  -0.51
H 0.1796 -2.3494 -0.5323  0.25
H 1.8855 -1.7378 -0.2875  0.22
H 0.8759 -2.1341 1.1409  0.20
H 0.6904 -0.1202 2.1220  0.38

Forces on atoms 1 to 2 (eV/Å):
C 1.22 -1.84 0.76
C -3.33 -2.59 -6.45


# 3
Computed, not measured: an isolated molecule of C4H4N6O at a distorted geometry, with ωB97M-V/def2-TZVPD.

F_max, eV/Å: 4.776
HOMO-LUMO gap, eV: 9.709
HOMO energy, eV: -9.45
E, hartree: -558.43668
LUMO energy, eV: 0.26

Last column: natural (NBO) charge in e.
CARTESIAN COORDINATES (ANGSTROEM)
C -0.0687 1.1665 1.0594  0.41
C -0.0153 -1.5107 0.8095  0.00
C 0.8241 -0.6429 -0.1071  0.64
C 1.5669 1.6583 -0.5741  -0.40
N -0.8773 1.5950 1.7582  -0.31
N -3.8453 -1.0453 -1.1448  -0.03
N -2.8884 -1.3731 -0.6601  0.26
N -1.1337 -1.9800 0.5937  -0.20
N -1.7448 -1.6469 -0.4778  -0.21
N 0.7405 0.7002 0.1309  -0.48
O 1.5394 -1.0758 -0.9902  -0.54
H 0.6146 -1.8112 1.6766  0.21
H 1.0988 2.3047 -1.3067  0.22
H 1.7703 2.3750 0.1951  0.21
H 2.4190 1.2863 -0.9625  0.23

Forces on atoms 1 to 2 (eV/Å):
C -1.48 0.47 0.55
C 3.91 0.57 0.62


# 4
Computed, not measured: a 2-piece molecular cluster, C4H4NO2 overall at a distorted geometry, with ωB97M-V/def2-TZVPD.

F_max, eV/Å: 2.693
HOMO-LUMO gap, eV: 5.988
HOMO energy, eV: -2.53
E, hartree: -360.00407
Net charge: -1
LUMO energy, eV: 3.46

Last column: natural (NBO) charge in e.
CARTESIAN COORDINATES (ANGSTROEM)
C -0.3594 -2.0115 -0.1270  -0.12
C -1.8357 1.3664 1.9764  1.05
C 0.6903 -0.9028 -0.1647  -0.27
C 1.0556 0.0070 -1.3283  -0.63
N -0.6080 -0.8414 0.4424  -0.61
O -2.0916 1.9373 1.0059  -0.53
O -1.8097 0.7543 2.9417  -0.52
H 1.5914 -0.9526 0.4819  0.10
H 0.3119 0.1035 -2.1127  0.19
H 1.8563 -0.5238 -1.9905  0.17
H 1.1990 1.0636 -1.1251  0.18

Forces on atoms 1 to 2 (eV/Å):
C -0.40 2.16 0.65
C -1.32 -0.49 -1.42


# 5
Computed, not measured: C4H4NO2 as an isolated structure at a distorted geometry, with ωB97M-V/def2-TZVPD.

Spin multiplicity: 3
F_max, eV/Å: 12.212
HOMO-LUMO gap (alpha / beta), eV: 4.184 / 7.236
HOMO energy (alpha / beta), eV: 0.11 / -4.59
E, hartree: -359.87958
Net charge: -1
LUMO energy (alpha / beta), eV: 4.30 / 2.65

Last column: natural (NBO) charge in e.
CARTESIAN COORDINATES (ANGSTROEM)
C 1.3963 0.4721 -0.2247  -0.26
C 0.3752 1.0911 0.2633  -0.26
C -1.7537 -0.0851 0.0217  0.85
C 0.8007 -0.8903 0.0023  -0.26
N -0.4196 0.0810 0.7082  -0.31
O -2.0157 -1.2860 -0.1921  -0.74
O -2.3726 0.9593 -0.1701  -0.74
H 2.2852 0.5932 -0.7842  0.17
H -0.0041 2.0776 0.5052  0.18
H 0.4948 -1.5125 -0.9692  0.19
H 1.2134 -1.5003 0.8396  0.18

Forces on atoms 1 to 2 (eV/Å):
C 7.70 -6.60 -2.88
C -8.02 8.01 4.54


# 6
Computed, not measured: an isolated ion of composition C4H4NO2S and charge -1 at a distorted geometry, with ωB97M-V/def2-TZVPD.

F_max, eV/Å: 4.519
HOMO-LUMO gap (alpha / beta), eV: 5.501 / 5.497
HOMO energy (alpha / beta), eV: -2.11 / -2.11
E, hartree: -758.09864
Net charge: -1
LUMO energy (alpha / beta), eV: 3.39 / 3.39

Last column: natural (NBO) charge in e.
CARTESIAN COORDINATES (ANGSTROEM)
C 0.4585 -0.9155 -0.0526  -0.14
C -0.8955 -0.8327 -0.0852  0.13
C -1.5250 0.2306 0.5248  -0.34
C 0.8302 1.3294 -0.3135  0.37
N 1.3462 0.1563 -0.0211  -0.61
O -1.5620 -2.0133 -0.3382  -0.71
O 1.4811 2.4536 -0.0865  -0.71
S -3.1500 0.5299 0.0322  -0.38
H 0.7408 -1.9375 -0.1922  0.18
H 2.2267 0.1504 0.4820  0.35
H -2.4387 -1.7040 -0.2369  0.48
H 2.4878 2.5530 0.2871  0.38

Forces on atoms 1 to 2 (eV/Å):
C -0.45 -1.98 -0.65
C 2.54 -1.46 0.62


# 7
Computed, not measured: C4H4NO2S2 as an isolated structure at a distorted geometry, with ωB97M-V/def2-TZVPD.

F_max, eV/Å: 5.988
HOMO-LUMO gap, eV: 6.598
HOMO energy, eV: -3.16
E, hartree: -1156.38597
Net charge: -1
LUMO energy, eV: 3.44

Last column: natural (NBO) charge in e.
CARTESIAN COORDINATES (ANGSTROEM)
C 1.4889 0.4043 -0.0302  0.66
C -0.4519 1.1049 0.6757  -0.65
C 0.4227 1.1992 -2.0203  0.54
C -1.2708 -1.2666 1.7565  -0.73
N 1.3212 0.5091 -1.3520  -0.70
O 2.3288 -0.2512 0.5608  -0.65
O 0.4356 1.2328 -3.2383  -0.64
S -0.7328 2.0316 -0.9045  0.08
S -1.4166 -0.3398 0.1968  0.10
H -2.3274 -1.7244 1.9997  0.19
H -0.9296 -0.6411 2.5882  0.23
H -0.6396 -2.0059 1.6819  0.18
H 1.7716 -0.2529 -1.9144  0.40

Forces on atoms 1 to 2 (eV/Å):
C -2.84 0.59 3.56
C 2.12 -0.43 -1.62


# 8
Computed, not measured: an isolated ion of composition C4H4NO3P and charge -2 at a distorted geometry, with ωB97M-V/def2-TZVPD.

F_max, eV/Å: 4.130
HOMO-LUMO gap, eV: 6.481
HOMO energy, eV: 0.38
E, hartree: -776.66231
Net charge: -2
SMILES: C=C(C#N)CP(=O)([O-])[O-]
LUMO energy, eV: 6.86

Last column: natural (NBO) charge in e.
CARTESIAN COORDINATES (ANGSTROEM)
C 1.6259 -1.5062 -0.2004  0.35
C 1.0181 0.4027 1.1845  -0.37
C 0.9868 -0.2691 -0.0167  -0.16
C 0.0228 0.2130 -1.0514  -0.84
N 2.1796 -2.5060 -0.3449  -0.46
O -1.7299 -0.9445 0.6935  -1.26
O -1.6379 1.6334 0.8543  -1.25
O -2.7950 0.5059 -1.0751  -1.25
P -1.7514 0.3826 -0.0435  2.40
H 0.2184 1.0425 1.3741  0.27
H 1.6964 0.0546 2.0092  0.15
H -0.0939 1.2594 -1.3378  0.23
H 0.2602 -0.2681 -2.0458  0.19

Forces on atoms 1 to 2 (eV/Å):
C 0.80 -0.30 -0.03
C 2.58 -3.19 -0.48


# 9
Computed, not measured: an isolated molecule of C4H4NP at a distorted geometry, with ωB97M-V/def2-TZVPD.

F_max, eV/Å: 5.739
HOMO-LUMO gap (alpha / beta), eV: 6.964 / 6.821
HOMO energy (alpha / beta), eV: -8.62 / -8.58
E, hartree: -550.74241
SMILES: [H]/N=c1/cc1/C=P/[H]
LUMO energy (alpha / beta), eV: -1.66 / -1.76

Last column: natural (NBO) charge in e.
CARTESIAN COORDINATES (ANGSTROEM)
C -1.6019 -0.8540 0.1283  -0.12
C -0.2526 -0.5333 0.1791  -0.08
C -1.2267 0.5025 0.1437  0.24
C 1.1051 -0.7678 0.1472  -0.49
N -1.6472 1.6706 -0.0333  -0.71
P 2.2039 0.7089 0.0942  0.41
H -2.3747 -1.5671 0.1249  0.23
H 1.3938 -1.7066 -0.0607  0.21
H -0.9766 2.4431 0.0180  0.35
H 3.3769 0.1037 -0.7415  -0.03

Forces on atoms 1 to 2 (eV/Å):
C 2.57 0.83 0.33
C -2.92 0.23 0.86


# 10
Computed, not measured: a 2-piece molecular cluster, C4H4O overall at a distorted geometry, with ωB97M-V/def2-TZVPD.

F_max, eV/Å: 5.646
HOMO-LUMO gap, eV: 9.470
HOMO energy, eV: -9.11
E, hartree: -229.83598
SMILES: C1=CC=1.C=O
LUMO energy, eV: 0.36

Last column: natural (NBO) charge in e.
CARTESIAN COORDINATES (ANGSTROEM)
C 1.3656 -0.5694 0.5983  -0.20
C 1.7047 0.5444 1.4235  -0.17
C -1.8668 0.1065 -1.2446  0.33
C 0.6885 0.6914 0.4059  -0.10
O -2.0643 1.0723 -1.8490  -0.48
H 1.4639 -1.6419 0.4885  0.24
H 2.4285 0.8411 2.1498  0.24
H -2.7109 -0.5966 -0.9337  0.04
H -1.0092 -0.4478 -1.0387  0.10

Forces on atoms 1 to 2 (eV/Å):
C 0.34 3.90 3.18
C -1.23 -3.87 -3.92


# 11
Computed, not measured: an isolated molecule of C4H4O at a distorted geometry, with ωB97M-V/def2-TZVPD.

F_max, eV/Å: 4.312
HOMO-LUMO gap, eV: 9.302
HOMO energy, eV: -8.46
E, hartree: -229.83573
SMILES: O[C@]12[C@@H]3[C@H]1[C@@H]32
LUMO energy, eV: 0.84

Last column: natural (NBO) charge in e.
CARTESIAN COORDINATES (ANGSTROEM)
C 0.3844 0.0310 -0.9540  -0.33
C -1.0408 0.1622 -0.4538  -0.25
C -0.0430 0.9327 0.1740  -0.30
C 0.0144 -0.4829 0.3944  0.28
O 0.3219 -1.5682 1.1397  -0.64
H 0.8862 0.3129 -1.8444  0.25
H -2.1221 0.1883 -0.7052  0.26
H 0.5813 1.7459 0.5242  0.25
H 1.0177 -1.3218 1.7250  0.48

Forces on atoms 1 to 2 (eV/Å):
C -1.78 -0.25 0.49
C -2.03 -1.16 -0.94


# 12
Computed, not measured: an isolated molecule of C4H4O at a distorted geometry, with ωB97M-V/def2-TZVPD.

F_max, eV/Å: 1.522
HOMO-LUMO gap, eV: 10.029
HOMO energy, eV: -8.86
E, hartree: -230.01964
SMILES: c1ccoc1
LUMO energy, eV: 1.16

Last column: natural (NBO) charge in e.
CARTESIAN COORDINATES (ANGSTROEM)
O 1.1129 0.6350 0.4648  -0.40
C -0.0765 1.2136 0.1824  0.08
C -0.9585 0.2810 -0.2709  -0.32
C -0.2781 -0.9812 -0.1842  -0.33
C 0.9763 -0.6990 0.2679  0.09
H -0.1458 2.2831 0.3539  0.21
H -1.9559 0.4748 -0.6571  0.23
H -0.4706 -1.8871 -0.7702  0.23
H 1.7963 -1.3204 0.6135  0.21

Forces on atoms 1 to 2 (eV/Å):
O 0.09 -0.04 0.89
C -0.42 -0.09 -0.36


# 13
Computed, not measured: C4H4O as an isolated structure, with ωB97M-V/def2-TZVPD.

F_max, eV/Å: 0.571
HOMO-LUMO gap, eV: 9.794
HOMO energy, eV: -9.71
E, hartree: -229.83604
LUMO energy, eV: 0.08

Last column: natural (NBO) charge in e.
CARTESIAN COORDINATES (ANGSTROEM)
C 0.5740 -1.2415 -0.2439  -0.35
C -0.5952 -0.8108 -1.0606  0.01
C -0.4813 0.0042 0.0145  -0.44
C -0.5884 1.4784 0.1564  0.42
O -1.4960 2.1101 -0.3173  -0.48
H 0.4696 -2.0460 0.4831  0.23
H 0.3235 -0.3497 0.8632  0.27
H 1.5780 -1.1008 -0.6485  0.22
H 0.2160 1.9561 0.7531  0.12

Forces on atoms 1 to 2 (eV/Å):
C 0.32 -0.39 -0.16
C 0.18 0.21 0.44


# 14
Computed, not measured: C4H4O as an isolated structure at a distorted geometry, with ωB97M-V/def2-TZVPD.

F_max, eV/Å: 2.078
HOMO-LUMO gap, eV: 8.283
HOMO energy, eV: -8.72
E, hartree: -229.86715
LUMO energy, eV: -0.44

Last column: natural (NBO) charge in e.
CARTESIAN COORDINATES (ANGSTROEM)
O -0.2293 -1.1934 -0.9023  -0.51
C 0.6521 -0.7295 0.1688  -0.17
C 0.4835 0.7733 0.1083  -0.16
C -0.8236 0.8508 -0.1694  -0.36
C -1.2910 -0.5713 -0.3542  0.32
H 1.5740 -1.2917 0.2119  0.22
H 1.2336 1.5352 0.3103  0.23
H -1.5157 1.6796 -0.2275  0.23
H 0.0186 -1.0557 1.0209  0.18

Forces on atoms 1 to 2 (eV/Å):
O -0.73 -0.23 0.64
C 0.40 -0.24 0.88


# 15
Computed, not measured: a 2-piece molecular cluster, C4H4O overall at a distorted geometry, with ωB97M-V/def2-TZVPD.

F_max, eV/Å: 1.651
HOMO-LUMO gap, eV: 10.371
HOMO energy, eV: -9.47
E, hartree: -229.93503
SMILES: C=C=O.C#C
LUMO energy, eV: 0.90

Last column: natural (NBO) charge in e.
CARTESIAN COORDINATES (ANGSTROEM)
C -3.1297 -0.4675 -0.0249  -0.23
C -2.1925 0.2653 -0.1190  -0.23
C 2.1466 0.0415 0.0034  -0.80
C 1.1833 -0.8151 0.0140  0.72
O 0.3143 -1.5850 0.0128  -0.44
H -3.9677 -1.0968 0.0483  0.23
H 2.7717 0.1867 0.8610  0.26
H -1.3693 0.9104 -0.1998  0.23
H 2.3632 0.6235 -0.8691  0.26

Forces on atoms 1 to 2 (eV/Å):
C 0.20 0.26 -0.05
C -0.36 -0.22 0.03


# 16
Computed, not measured: an isolated molecule of C4H4O2, with ωB97M-V/def2-TZVPD.

F_max, eV/Å: 0.822
HOMO-LUMO gap (alpha / beta), eV: 7.976 / 7.974
HOMO energy (alpha / beta), eV: -8.18 / -8.18
E, hartree: -305.10123
LUMO energy (alpha / beta), eV: -0.20 / -0.20

Last column: natural (NBO) charge in e.
CARTESIAN COORDINATES (ANGSTROEM)
O -2.4931 0.8233 0.2664  -0.55
C -2.1286 -0.2897 0.0222  0.65
O -0.8311 -0.7090 0.0376  -0.48
C 0.1085 0.2451 0.3496  0.11
C 1.4443 0.0009 0.1141  -0.40
C 2.5776 -0.5903 0.0444  -0.22
H -2.7757 -1.1320 -0.2534  0.14
H 1.0917 0.9262 -0.5866  0.32
H -0.2869 1.1662 0.7585  0.24
H 3.2934 -0.4407 -0.7528  0.19

Forces on atoms 1 to 2 (eV/Å):
O 0.13 -0.51 -0.14
C -0.26 0.42 0.04


# 17
Computed, not measured: an isolated molecule of C4H4O2, with ωB97M-V/def2-TZVPD.

F_max, eV/Å: 0.581
HOMO-LUMO gap, eV: 10.130
HOMO energy, eV: -10.23
E, hartree: -305.20341
SMILES: C#CC(=O)CO
LUMO energy, eV: -0.10

Last column: natural (NBO) charge in e.
CARTESIAN COORDINATES (ANGSTROEM)
O 0.7274 -1.8584 0.0086  -0.69
C -0.4702 -1.1344 0.1982  -0.14
C -0.4946 0.0820 -0.7263  0.49
O -0.9385 0.0404 -1.8508  -0.46
C 0.1049 1.3015 -0.1778  -0.15
C 0.5531 2.3010 0.3261  -0.13
H 1.4659 -1.3165 0.3154  0.47
H -0.6022 -0.8204 1.2443  0.17
H -1.2899 -1.7951 -0.0911  0.21
H 0.9440 3.1998 0.7535  0.24

Forces on atoms 1 to 2 (eV/Å):
O 0.24 0.14 0.08
C -0.31 0.03 0.06


# 18
Computed, not measured: an isolated molecule of C4H4O2, with ωB97M-V/def2-TZVPD.

F_max, eV/Å: 0.647
HOMO-LUMO gap, eV: 11.438
HOMO energy, eV: -10.68
E, hartree: -305.22531
SMILES: C#CC(=O)OC
LUMO energy, eV: 0.76

Last column: natural (NBO) charge in e.
CARTESIAN COORDINATES (ANGSTROEM)
C 1.0026 -1.1128 1.1559  -0.27
O 0.7640 -0.2206 0.0596  -0.48
C -0.5278 0.0557 -0.1499  0.73
O -1.4460 -0.4438 0.4542  -0.55
C -0.7185 1.0645 -1.1821  -0.13
C -1.0088 1.9304 -1.9654  -0.13
H 2.0213 -1.4800 1.0347  0.20
H 0.9059 -0.5639 2.0973  0.19
H 0.2851 -1.9347 1.1463  0.21
H -1.2779 2.7053 -2.6505  0.24

Forces on atoms 1 to 2 (eV/Å):
C 0.07 -0.16 0.19
O -0.14 0.08 -0.08


# 19
Computed, not measured: C4H4O2 as an isolated structure, with ωB97M-V/def2-TZVPD.

F_max, eV/Å: 0.566
HOMO-LUMO gap, eV: 8.199
HOMO energy, eV: -7.81
E, hartree: -305.05043
LUMO energy, eV: 0.38

Last column: natural (NBO) charge in e.
CARTESIAN COORDINATES (ANGSTROEM)
O -2.4689 -0.5521 0.0685  -0.65
C -1.4855 0.2644 -0.3366  0.24
C 0.4973 0.1210 -0.1179  0.20
O -0.0931 -1.0109 -0.1711  -0.58
C 1.8682 0.1326 0.3621  -0.16
C 3.0041 0.3380 0.7304  -0.17
H -2.4526 -1.3591 -0.4685  0.49
H -1.5255 1.1590 0.2750  0.20
H -1.3542 0.4211 -1.4014  0.19
H 4.0104 0.4860 1.0594  0.23

Forces on atoms 1 to 2 (eV/Å):
O 0.14 -0.16 -0.11
C -0.50 0.25 -0.10


# 20
Computed, not measured: an isolated molecule of C4H4O2 at a distorted geometry, with ωB97M-V/def2-TZVPD.

F_max, eV/Å: 2.583
HOMO-LUMO gap, eV: 8.436
HOMO energy, eV: -8.01
E, hartree: -305.04794
LUMO energy, eV: 0.42

Last column: natural (NBO) charge in e.
CARTESIAN COORDINATES (ANGSTROEM)
O -2.5079 -0.0849 -0.0415  -0.50
C -1.4418 -0.5877 0.1070  0.66
O -0.3914 0.1479 0.6013  -0.47
C 0.2868 1.3664 -0.0979  -0.14
C 1.0541 -0.1312 0.0476  0.07
C 1.6974 -1.2063 0.0126  -0.45
H -1.1346 -1.6341 -0.0557  0.17
H -0.3558 1.6666 -0.9538  0.21
H 0.1870 2.1907 0.6460  0.22
H 2.6063 -1.7274 -0.2656  0.24

Forces on atoms 1 to 2 (eV/Å):
O 0.19 -0.35 -0.26
C -0.73 0.30 -0.07